Entry 1:
Computed, not measured: a structure of composition C6H9N, with ωB97M-V with the def2-TZVPD basis set.

Last column: Mulliken charge in e.
Cartesian coordinates (Å):
H  -0.55723  1.78372  0.73756  0.285
H  2.75418  0.86620  -0.22594  0.230
C  -0.92461  0.85633  0.28165  -0.990
H  1.18950  1.77254  0.00088  0.171
H  -1.98183  0.99447  0.05554  0.287
H  -0.74535  0.30531  -2.04519  0.455
C  1.67793  0.80879  -0.08894  -0.262
H  -0.63993  -0.73230  1.96289  0.459
H  -0.61113  -2.15405  -0.53602  0.314
H  -2.10422  -1.16669  -0.27506  0.290
N  1.01969  -0.19135  -0.91637  -0.497
C  -0.42809  -0.42789  0.93753  -0.184
C  -1.01056  -1.16816  -0.28688  -0.530
C  -0.42850  0.06198  -1.02624  -0.152
H  1.71811  -1.20578  0.88577  0.349
C  1.07204  -0.40312  0.53882  -0.225

Forces on atoms 1 to 3 (eV/Å):
H 0.14 -0.08 -0.72
H -0.11 -0.14 0.12
C -0.11 0.28 -0.59

F_max	0.89	eV/A
Kohn-Sham gap	10.22	eV

Entry 2:
Computed, not measured: the molecule C2H6N4O in a non-equilibrium geometry, with ωB97M-V with the def2-TZVPD basis set.

Last column: Mulliken charge in e.
Cartesian coordinates (Å):
H  0.72295  1.93982  -0.45202  0.239
H  1.70731  -1.57211  1.00800  0.264
N  1.64624  -1.43981  -0.01485  -0.582
H  0.71012  -1.70182  -0.44443  0.487
N  -1.87394  1.06646  0.17140  -0.451
N  1.83851  -0.03418  -0.29426  -0.263
C  0.58988  0.92202  0.03885  -0.359
H  2.62263  0.43987  0.19353  0.272
O  -1.97380  -1.37915  -0.23834  -0.526
C  -0.66642  0.33016  0.14033  0.451
H  -2.65723  0.45027  0.00243  0.259
H  -1.85618  2.02595  -0.06432  0.181
N  -0.81005  -1.04747  -0.04632  0.028

Forces on atoms 1 to 3 (eV/Å):
H -0.15 -1.16 1.40
H -0.68 -0.26 -0.78
N 1.19 1.26 -0.22

F_max	4.42	eV/A
Kohn-Sham gap (spin up / spin down)	7.18 / 7.19	eV

Entry 3:
Computed, not measured: a structure of composition C13H31N3NbO2 in a non-equilibrium geometry, with ωB97M-V with the def2-TZVPD basis set.

Last column: Mulliken charge in e.
Cartesian coordinates (Å):
N  -0.83441  -1.05117  0.16106  -0.595
H  -3.58148  1.36797  -2.08432  0.390
C  0.89349  -0.88341  3.84745  -0.604
H  -1.13241  0.60750  -4.77974  0.304
C  1.84057  1.85089  5.43019  -1.426
H  3.63994  -2.86035  -2.27836  -0.029
C  -4.33802  3.20319  -3.68195  -0.641
C  0.50121  -1.09241  0.12770  0.479
Nb  3.55213  -1.84733  -0.73219  -0.948
H  -1.39985  -2.89684  -2.57182  0.407
H  4.42101  -0.10038  6.17024  0.287
H  3.71877  -3.45595  0.17808  -0.047
O  2.28480  -0.99963  4.06369  -0.376
H  2.87688  -0.46705  6.41435  0.315
H  -5.06607  -0.01409  -3.52184  0.340
H  -2.57059  -0.55246  -3.36733  -0.093
H  -2.32893  1.43157  -5.47260  0.304
H  1.10281  -2.90847  -2.62082  0.303
H  2.64949  0.74617  3.02402  0.366
H  3.54238  -0.28444  -1.73108  -0.035
N  3.51157  0.32216  6.32969  -0.760
C  -2.86327  1.48928  -2.90604  -0.605
C  -4.36845  0.00330  -4.36191  -1.515
H  3.46261  -0.95819  0.89736  0.070
H  -4.75519  2.85619  -4.63187  0.225
H  0.36089  -0.57291  4.75267  0.206
H  -4.98445  2.86524  -2.86543  0.298
H  -4.72772  0.73008  -5.09145  0.305
C  -1.45544  -1.69761  -0.81509  -0.327
H  -2.53713  -1.66643  -0.81353  0.445
H  -4.32936  4.29336  -3.69152  0.262
H  -1.86414  1.47973  -2.46597  0.283
N  -2.10094  0.52487  -5.07492  -0.731
H  1.07072  1.20820  5.85779  0.274
C  3.11705  1.07185  5.13159  0.293
C  1.27585  -1.74772  -0.83712  0.221
H  3.90787  1.80178  4.93204  0.395
C  3.03224  0.18363  3.88455  -0.573
H  1.00305  -0.57231  0.92550  -0.127
H  2.04279  2.64011  6.15485  0.354
H  0.67337  -0.17800  3.04101  0.245
H  4.04063  -0.14448  3.62361  0.307
C  0.56646  -2.39637  -1.83933  -0.249
O  -3.00891  2.77096  -3.49481  -0.418
H  0.52742  -1.86556  3.55140  0.290
H  5.34782  -1.50475  -0.72868  0.017
C  -0.81379  -2.38897  -1.82345  -0.512
H  -4.39026  -0.97416  -4.84286  0.369
C  -2.95104  0.32401  -3.89815  0.912
H  1.43805  2.30937  4.52534  0.348

Forces on atoms 1 to 3 (eV/Å):
N 0.20 0.09 0.15
H -0.04 -0.03 -0.04
C 0.04 -0.08 -0.03

F_max	1.23	eV/A
charge	-1
Kohn-Sham gap	7.54	eV

Entry 4:
Computed, not measured: a structure of composition C20H52IO10S8Zr in a non-equilibrium geometry, with ωB97M-V with the def2-TZVPD basis set.

Last column: Mulliken charge in e.
Cartesian coordinates (Å):
H  1.56425  0.90203  7.81589  0.448
H  2.24580  -1.18306  4.80403  0.242
H  -3.32921  -1.23203  7.29014  0.358
H  6.36484  2.82036  -6.33653  0.351
O  5.04188  0.65705  -7.12751  -0.627
H  1.36898  -4.19644  1.84987  0.596
H  -0.99882  -5.12475  2.34516  0.502
H  -3.43090  2.84326  5.14112  0.191
O  1.01064  -3.74492  -1.34950  -0.643
C  -0.36793  4.58004  2.15296  -0.858
H  3.83266  -5.39289  -3.98304  0.294
C  -4.88535  -0.15574  -0.34315  -0.945
S  -0.34065  -3.09099  2.96552  0.450
C  1.66474  -5.72630  -3.85098  -0.544
H  -0.12973  0.56231  7.10659  0.136
H  4.72453  3.38461  -3.68816  0.309
H  -0.23734  5.37432  2.88998  0.392
C  3.42287  2.66944  -6.48005  -0.631
H  3.60188  2.88675  -7.51241  0.311
H  1.58988  -4.77031  -4.38882  0.306
H  -0.29795  -5.56645  -2.71650  0.441
O  3.92990  0.81546  -4.82857  -0.642
I  0.68206  0.35965  0.93057  -0.590
O  -2.82385  0.09790  1.50189  -0.573
H  -1.39336  -0.51353  -0.45714  -0.310
H  -4.03045  2.54413  6.76206  0.468
H  -0.85208  2.46408  -3.38565  0.361
H  3.84560  -5.81108  -1.28576  0.359
C  2.32216  -0.51260  5.67561  -0.963
H  3.62271  -4.27133  -1.94006  0.492
H  0.75687  -6.97687  -2.38911  0.373
H  2.48739  2.14885  -6.29249  0.410
C  -2.56425  3.85250  0.60462  -0.831
C  -1.57922  -4.33423  2.81731  -1.050
H  -2.02976  -4.57774  3.76838  0.387
H  -1.25281  4.17752  -3.56377  0.418
C  -2.30180  -0.96203  -0.87456  -0.239
H  -1.33379  3.45713  -1.99249  -0.001
O  -1.74487  2.37010  2.62837  -0.365
C  0.72528  -5.89900  -2.66559  -0.783
C  -3.36809  2.85048  -5.09288  -1.107
H  -2.02499  3.06552  0.12526  0.027
H  -2.27915  -3.87036  2.07880  0.245
H  0.38313  3.79671  2.39892  0.188
C  0.65429  -3.40582  1.60750  -0.869
C  3.18550  -5.21465  -1.93979  -0.768
H  2.17538  -1.21454  6.49695  0.353
S  -3.49600  -0.88817  0.49848  0.503
Zr  -1.25435  0.26649  2.81326  2.691
C  -3.30597  2.20909  6.00916  -0.796
H  -2.26422  4.78296  0.07432  0.505
O  1.49500  -5.71868  -0.02396  -0.754
C  0.79771  1.17940  7.09158  -0.795
C  -1.47645  3.23632  -3.07378  -0.715
O  -3.29750  1.29383  -2.96538  -0.636
S  -3.59627  0.51751  5.62170  0.393
C  -3.29000  -0.11019  7.29573  -0.985
S  -3.20736  2.71654  -3.28965  0.569
H  -4.80626  0.89423  -0.72278  0.224
O  0.23425  0.52417  4.57584  -0.409
H  -2.43009  0.27885  7.87658  0.278
H  -2.70378  -0.47004  -1.78515  0.231
H  -2.07441  -2.00332  -1.06984  0.439
H  -4.09611  0.42340  7.87509  0.432
S  4.57260  1.37650  -6.02329  1.063
O  -1.16866  -1.74069  2.71265  -0.226
H  5.69393  4.41565  -4.62743  0.316
H  -4.89266  -0.77868  -1.29548  0.399
C  3.78161  3.90488  -5.63345  -0.498
C  4.96309  3.59914  -4.70698  -0.537
H  3.35759  -0.16667  5.85976  0.433
H  -2.61853  2.33898  -5.70169  0.328
H  -3.44930  3.85580  -5.44613  0.422
H  -5.88981  -0.24765  0.15953  0.387
H  -2.31875  2.38389  6.43495  0.202
H  2.84281  4.12581  -5.07675  0.153
H  3.37770  -6.93556  -3.33896  0.321
S  -2.01727  3.84383  2.30876  0.460
O  -2.48829  0.17245  4.70850  -0.719
H  -4.32674  2.35638  -5.32837  0.351
C  5.78511  2.53402  -5.42176  -0.724
S  1.50595  -5.07926  -1.28667  1.292
H  1.17077  -2.47198  1.33098  0.093
H  0.09729  -3.78963  0.75987  0.300
H  6.40811  2.00919  -4.67860  0.403
C  3.10128  -5.86712  -3.31727  -0.645
H  -3.63350  3.75171  0.52842  0.400
S  1.42545  0.97972  5.38347  0.430
H  4.02307  4.78034  -6.22405  0.343
H  -0.06409  4.91805  1.16244  0.348
H  0.45393  2.19331  7.30262  0.329
H  1.47220  -6.52730  -4.61924  0.338

Forces on atoms 1 to 3 (eV/Å):
H -0.15 -0.17 -0.14
H 0.34 0.81 -0.14
H -0.25 1.21 0.21

F_max	4.41	eV/A
charge	+3
Kohn-Sham gap	6.52	eV

Copy entry 1 word for word.
Computed, not measured: a structure of composition C6H9N, with ωB97M-V with the def2-TZVPD basis set.

Last column: Mulliken charge in e.
Cartesian coordinates (Å):
H  -0.55723  1.78372  0.73756  0.285
H  2.75418  0.86620  -0.22594  0.230
C  -0.92461  0.85633  0.28165  -0.990
H  1.18950  1.77254  0.00088  0.171
H  -1.98183  0.99447  0.05554  0.287
H  -0.74535  0.30531  -2.04519  0.455
C  1.67793  0.80879  -0.08894  -0.262
H  -0.63993  -0.73230  1.96289  0.459
H  -0.61113  -2.15405  -0.53602  0.314
H  -2.10422  -1.16669  -0.27506  0.290
N  1.01969  -0.19135  -0.91637  -0.497
C  -0.42809  -0.42789  0.93753  -0.184
C  -1.01056  -1.16816  -0.28688  -0.530
C  -0.42850  0.06198  -1.02624  -0.152
H  1.71811  -1.20578  0.88577  0.349
C  1.07204  -0.40312  0.53882  -0.225

Forces on atoms 1 to 3 (eV/Å):
H 0.14 -0.08 -0.72
H -0.11 -0.14 0.12
C -0.11 0.28 -0.59

F_max	0.89	eV/A
Kohn-Sham gap	10.22	eV

- The highest F_max belongs to which entry?
  C2H6N4O

What did the first record say?
Computed, not measured: a structure of composition C6H9N, with ωB97M-V with the def2-TZVPD basis set.

Last column: Mulliken charge in e.
Cartesian coordinates (Å):
H  -0.55723  1.78372  0.73756  0.285
H  2.75418  0.86620  -0.22594  0.230
C  -0.92461  0.85633  0.28165  -0.990
H  1.18950  1.77254  0.00088  0.171
H  -1.98183  0.99447  0.05554  0.287
H  -0.74535  0.30531  -2.04519  0.455
C  1.67793  0.80879  -0.08894  -0.262
H  -0.63993  -0.73230  1.96289  0.459
H  -0.61113  -2.15405  -0.53602  0.314
H  -2.10422  -1.16669  -0.27506  0.290
N  1.01969  -0.19135  -0.91637  -0.497
C  -0.42809  -0.42789  0.93753  -0.184
C  -1.01056  -1.16816  -0.28688  -0.530
C  -0.42850  0.06198  -1.02624  -0.152
H  1.71811  -1.20578  0.88577  0.349
C  1.07204  -0.40312  0.53882  -0.225

Forces on atoms 1 to 3 (eV/Å):
H 0.14 -0.08 -0.72
H -0.11 -0.14 0.12
C -0.11 0.28 -0.59

F_max	0.89	eV/A
Kohn-Sham gap	10.22	eV